A 6-piece molecular cluster, C28H68N4O6 overall. Source: OMol25; level of theory: ωB97M-V/def2-TZVPD.

Calculated values
relative energy (zero: lowest compared OMol25 entry of this formula, charge and spin)	0.0	kJ/mol
LUMO energy	0.024	hartree
spin multiplicity	1
charge	0

The geometry in XYZ format:
```
106
Properties=species:S:1:pos:R:3:mulliken_charge:R:1
C -3.691 1.043 3.955 -2.01
C -3.617 1.722 2.590 1.81
C -3.492 0.597 1.524 -1.25
C -4.970 2.406 2.357 -1.37
C -5.004 3.358 1.170 -0.62
C -3.865 4.358 1.235 -1.28
C -2.484 3.751 1.537 1.98
C -1.874 3.140 0.276 -1.40
C -1.518 4.828 2.014 -2.04
N -2.609 2.759 2.613 -0.03
O -1.328 2.208 2.944 -0.34
H -2.772 0.527 4.231 0.35
H -3.923 1.785 4.725 0.47
H -4.520 0.334 3.956 0.42
H -4.228 -0.163 1.783 0.53
H -3.767 0.948 0.532 0.35
H -2.477 0.209 1.502 -0.15
H -5.747 1.635 2.304 0.42
H -5.308 2.952 3.251 0.43
H -4.932 2.793 0.235 0.31
H -5.972 3.860 1.136 0.43
H -4.046 5.243 1.848 0.39
H -3.716 4.767 0.228 0.37
H -2.447 2.320 -0.167 0.28
H -0.877 2.748 0.470 -0.03
H -1.815 3.802 -0.596 0.52
H -1.755 5.056 3.064 0.50
H -1.622 5.771 1.484 0.38
H -0.503 4.441 2.068 0.30
H -1.260 2.445 3.874 0.29
C -1.294 -7.428 -2.134 -1.82
C -2.093 -6.332 -2.860 1.59
C -2.781 -6.965 -4.058 -1.82
C -3.133 -5.744 -1.926 -1.39
C -2.543 -4.868 -0.818 -0.83
C -1.776 -3.747 -1.469 -0.64
C -0.709 -4.163 -2.487 1.82
C -0.384 -2.975 -3.409 -1.57
C 0.605 -4.510 -1.758 -1.66
N -1.169 -5.275 -3.298 0.30
O -0.226 -5.721 -4.228 -0.49
H -1.931 -8.206 -1.696 0.43
H -0.600 -7.921 -2.821 0.40
H -0.668 -7.102 -1.302 0.35
H -2.998 -8.009 -3.823 0.39
H -3.676 -6.419 -4.349 0.39
H -2.099 -7.051 -4.904 0.37
H -3.775 -5.107 -2.555 0.40
H -3.821 -6.481 -1.509 0.46
H -3.360 -4.506 -0.194 0.45
H -1.908 -5.515 -0.205 0.30
H -1.264 -3.109 -0.737 -0.21
H -2.454 -3.044 -1.966 0.48
H 0.420 -2.345 -3.027 0.08
H -1.230 -2.285 -3.510 0.34
H -0.109 -3.320 -4.401 0.44
H 1.366 -4.819 -2.474 0.44
H 0.445 -5.367 -1.093 0.38
H 0.970 -3.737 -1.079 0.24
H -0.535 -5.422 -5.090 0.36
C 1.520 0.558 -2.051 -0.29
O 0.655 1.077 -1.068 -0.28
C 0.176 0.103 -0.149 0.83
C 1.150 -0.031 1.023 0.75
C 0.799 -1.205 1.913 -1.58
N 1.232 1.193 1.816 -0.06
H 2.520 0.231 -1.747 0.26
H 1.603 1.350 -2.796 0.19
H 1.035 -0.294 -2.546 -0.02
H -0.769 0.486 0.232 -0.80
H 0.115 -0.868 -0.655 -0.05
H 2.124 -0.241 0.570 0.20
H 0.680 -2.129 1.349 0.38
H -0.106 -0.998 2.497 0.20
H 1.545 -1.290 2.708 0.36
H 1.915 1.846 1.454 0.30
H 0.352 1.692 1.909 -0.27
C 5.235 4.356 2.333 -0.81
O 5.265 3.129 1.651 -0.29
C 5.051 3.222 0.271 -0.58
C 5.425 1.904 -0.365 0.38
C 5.349 1.913 -1.868 -1.12
N 4.593 0.790 0.198 -0.57
H 5.363 4.117 3.386 0.26
H 4.278 4.858 2.152 0.31
H 6.054 5.020 2.030 0.31
H 3.977 3.377 0.058 0.17
H 5.625 4.044 -0.180 0.52
H 6.427 1.623 -0.024 0.36
H 5.510 0.935 -2.310 0.38
H 5.919 2.734 -2.303 0.40
H 4.316 2.167 -2.157 -0.10
H 4.945 0.746 1.157 0.38
H 3.644 1.103 0.401 -0.07
C 3.345 0.165 5.024 -0.69
O 2.490 1.133 4.439 -0.54
H 4.190 0.688 5.467 0.29
H 2.837 -0.457 5.769 0.26
H 3.717 -0.541 4.270 0.26
H 2.146 0.789 3.599 0.37
C 2.498 4.150 -3.327 -0.38
O 3.677 4.938 -3.092 -0.51
H 1.699 4.788 -3.711 0.41
H 2.717 3.416 -4.107 0.26
H 2.239 3.696 -2.378 -0.04
H 3.791 5.570 -3.806 0.28
```

---

C31H36Ge2NNiO3S2 as an isolated structure. Source: OMol25; level of theory: ωB97M-V/def2-TZVPD.

Calculated values
relative energy (zero: lowest compared OMol25 entry of this formula, charge and spin)	0.0	kJ/mol
<S²>	2.0105
LUMO energy (spin up / spin down)	0.087 / 0.087	hartree
spin multiplicity	3
charge	-1

The geometry in XYZ format:
```
76
Properties=species:S:1:pos:R:3:mulliken_spin:R:1
Ni -0.630 0.040 0.208 1.42
C -2.720 -3.705 -0.641 0.01
C -3.779 -3.625 0.261 -0.01
C -3.865 -2.526 1.097 0.01
C -2.895 -1.523 1.020 -0.07
C -1.802 -1.575 0.136 0.22
C -1.765 -2.705 -0.693 -0.01
C -2.959 -0.330 1.908 -0.01
C -4.085 -0.046 2.751 0.00
C -4.074 1.061 3.532 0.00
C -2.934 1.912 3.550 0.00
C -2.824 3.056 4.375 0.00
C -1.680 3.801 4.379 0.00
C -0.588 3.422 3.561 0.01
C -0.675 2.331 2.747 -0.02
C -1.866 1.563 2.714 -0.01
N -1.920 0.476 1.890 0.07
H -2.656 -4.555 -1.312 0.00
H -4.526 -4.408 0.309 0.00
H -4.682 -2.475 1.805 0.00
H -0.954 -2.802 -1.410 0.00
H -4.944 -0.699 2.734 0.00
H -4.928 1.308 4.154 0.00
H -3.662 3.324 5.010 0.00
H -1.596 4.673 5.015 0.00
H 0.328 3.999 3.587 0.00
H 0.160 2.012 2.133 0.03
C 4.126 3.367 -1.987 0.00
C 3.013 2.370 -2.300 0.00
Ge 1.729 1.976 -0.871 0.05
C 0.704 3.544 -0.330 0.01
C 1.569 4.459 0.542 0.00
C 2.791 1.375 0.645 -0.01
C 2.676 0.442 1.605 0.04
Ge 1.158 -0.896 1.482 0.10
C 0.559 -1.446 3.292 0.01
C 1.409 -2.237 4.282 0.01
C 1.907 -2.463 0.514 0.01
C 3.152 -3.225 0.955 0.00
C 3.685 0.488 2.712 0.02
C 4.240 1.695 3.154 0.00
C 5.174 1.731 4.176 0.00
C 5.579 0.556 4.798 0.00
C 5.016 -0.645 4.397 0.00
C 4.071 -0.671 3.380 0.00
H 4.857 3.414 -2.798 0.00
H 4.673 3.104 -1.079 0.00
H 3.737 4.378 -1.854 0.00
H 3.431 1.398 -2.577 0.00
H 2.425 2.705 -3.158 0.00
H -0.181 3.225 0.217 -0.01
H 0.340 4.033 -1.232 0.00
H 1.874 3.953 1.461 0.00
H 1.011 5.354 0.830 0.00
H 2.481 4.792 0.043 0.00
H 3.677 2.016 0.714 0.00
H -0.341 -2.025 3.047 0.00
H 0.186 -0.535 3.773 0.00
H 1.844 -3.130 3.828 0.00
H 0.817 -2.577 5.139 0.00
H 2.233 -1.643 4.682 0.00
H 2.063 -2.101 -0.508 0.00
H 1.057 -3.151 0.445 0.00
H 4.038 -2.587 0.956 0.00
H 3.369 -4.063 0.285 0.00
H 3.051 -3.644 1.960 0.00
H 3.913 2.625 2.705 0.00
H 5.580 2.683 4.497 0.00
H 6.307 0.582 5.599 0.00
H 5.299 -1.570 4.885 0.00
H 3.620 -1.613 3.100 0.01
O -1.677 1.631 -0.865 0.03
S -1.266 1.374 -2.271 0.00
O -2.130 0.474 -2.976 0.00
O -0.832 2.560 -2.967 0.00
S 0.556 0.241 -1.855 0.06
```

---

A 2-piece molecular cluster, C5H8S overall. Source: OMol25; level of theory: ωB97M-V/def2-TZVPD.

Calculated values
relative energy (zero: lowest compared OMol25 entry of this formula, charge and spin)	331.8	kJ/mol
<S²>	2.0053
LUMO energy (spin up / spin down)	0.032 / -0.072	hartree
spin multiplicity	3
charge	0

The geometry in XYZ format:
```
14
Properties=species:S:1:pos:R:3:mulliken_spin:R:1
C 2.240 -0.591 0.453 0.00
C 3.068 0.156 0.909 0.00
C -1.868 -0.627 -0.255 0.58
C 4.219 0.764 1.656 0.00
C -1.823 0.282 0.925 0.02
S -3.104 -0.798 -1.228 1.25
H 2.084 -1.651 0.195 0.00
H -0.979 -0.967 -0.728 0.08
H 5.003 0.416 0.972 0.00
H 4.362 0.163 2.626 0.00
H 4.224 1.871 1.942 0.00
H -2.826 0.564 1.038 -0.01
H -1.452 1.206 0.517 0.06
H -1.093 0.113 1.706 0.02
```